# 1
DFT (ωB97M-V/def2-TZVPD) results for a structure of composition C20H41F12N5NiO13S4 at a distorted geometry.

Calculated values
HOMO level (spin up / spin down) (eV): -8.81 / -8.81
HOMO-LUMO gap (spin up / spin down) (eV): 9.0 / 7.5
LUMO level (spin up / spin down) (eV): 0.2 / -1.3

Geometry as ORCA input:
```
! RIJCOSX wB97M-V def2-TZVPD def2/J DEFGRID3
* xyz 0 3
Ni 0.63133 -0.57063 -1.14260
S -0.81329 -0.58705 -3.98991
S -1.75024 -2.54690 -2.61164
S 1.08974 2.61623 -1.54324
S 3.03097 1.43212 -0.20391
F 2.53806 0.86591 2.25450
F 3.72483 2.77593 1.99707
F 2.72626 1.60707 -3.56816
F 1.52331 3.33270 -4.13181
F -2.77412 0.47773 -2.37371
F -2.20074 1.72660 -4.10116
F -0.53399 -4.98154 -2.22524
F -1.47407 -4.83752 -4.26079
F 3.29402 3.63613 -2.81708
F 0.38129 -3.92727 -3.68185
F -3.53882 -0.00276 -4.33233
F 1.57208 2.68652 1.54712
O 0.20254 0.43535 -4.20538
O 3.39907 -0.01928 -0.14330
O -2.93081 4.23730 2.98520
O -4.79567 0.75652 0.02632
O 4.01827 2.34867 -0.83251
O 1.23225 3.75885 -0.70097
O 5.43334 -0.82271 2.49379
O -0.21242 2.46147 -2.17432
O -2.91098 -2.30124 -3.42039
O 2.00439 -1.88285 -1.96545
O -0.89779 0.18995 0.28120
O -0.95436 -1.44631 -5.11452
O -2.22936 -2.84382 -1.27287
N -5.06596 3.34414 0.76833
N 2.95516 -1.81167 3.14501
N 1.47633 1.18809 -0.98249
N -0.54631 -1.22385 -2.56305
N 1.03713 -1.85442 0.54284
C -1.47794 1.54983 0.52881
C -0.77976 -0.48989 1.56500
C -0.76967 -4.20294 -3.27647
C -3.38276 2.95849 3.54420
C -3.94400 5.06356 2.31345
C 2.48991 -3.00021 -1.17910
C -0.23600 -1.94327 1.27216
C 5.31828 -2.23774 2.61391
C 4.13293 -2.55891 3.51791
C -4.27454 4.54842 0.87614
C 2.65611 2.01890 1.52604
C -5.36212 2.95618 -0.60728
C 2.85731 -1.58381 -3.09921
C -2.44753 0.48875 -3.68666
C 3.75736 -4.01119 3.52618
C -4.89715 -0.64645 -0.14190
C 1.30962 -3.10622 -0.15994
C 2.27317 2.83225 -3.13903
C -5.84052 1.45414 -0.64053
C 6.48458 -0.56700 1.51057
H 1.71274 -1.82144 1.29289
H 3.91548 -1.53830 -2.84171
H -4.68040 5.49036 0.50719
H 5.07811 -2.69625 1.65465
H -5.45092 -0.95014 -1.03028
H -0.02117 -2.32452 2.27046
H 4.55149 -4.62874 3.94582
H -6.04957 1.22483 -1.68543
H -2.61936 2.37007 4.05321
H -4.07519 3.22086 4.34407
H 3.29438 -0.87691 2.96818
H 2.47084 -3.89242 -1.80496
H 3.40069 -2.73525 -0.64210
H -2.46514 1.39497 0.96419
H -3.37240 4.41830 0.27837
H 6.31793 -1.12523 0.58933
H 3.54281 -4.34044 2.50949
H -4.62865 2.51447 1.14318
H -0.81146 2.06496 1.22058
H 2.54693 -0.69762 -3.65279
H 0.44004 -3.37828 -0.75820
H -4.85663 5.30285 2.85930
H -3.80742 2.22806 2.85555
H -0.86180 -2.61557 0.68525
H 2.43030 -1.63370 3.98938
H -5.61817 -0.94148 0.62045
H 2.78646 -4.25004 3.96023
H 2.67704 -2.33748 -3.86574
H 7.43059 -0.81317 1.99281
H -3.98128 -1.21658 0.01375
H 1.43645 -3.91574 0.55888
H 0.05003 -0.14959 2.18448
H -1.79732 1.98212 -0.41946
H -1.56212 -0.35834 2.31246
H -4.50550 2.97065 -1.28114
H -3.39917 5.99413 2.15448
H 4.24392 -2.19937 4.54090
H 6.24412 -2.70889 2.94395
H -6.76447 1.26562 -0.09383
H -6.14192 3.46712 -1.17204
H 6.39104 0.49576 1.28720
*
```

---

# 2
DFT (ωB97M-V/def2-TZVPD) results for a structure of composition C30H22Cl4MgN7O4S at a distorted geometry.

Calculated values
HOMO level (eV): -4.44
HOMO-LUMO gap (eV): 6.4
LUMO level (eV): 2.0
Energy relative to the best compared isomer or geometry (same formula, charge and spin) (kcal per mole): 27.2

Geometry as ORCA input:
```
! RIJCOSX wB97M-V def2-TZVPD def2/J DEFGRID3
* xyz -1 1
Cl 7.83270 7.31280 4.29177
Cl 5.15971 11.61629 6.18931
Cl 9.55218 7.21996 6.89361
Cl 5.91176 9.86065 3.85073
S 10.26335 14.64197 6.75471
Mg 7.89608 10.62881 10.13596
O 7.34781 10.09337 12.03474
O 10.66756 17.58500 13.52640
O 6.49966 10.86108 8.72636
O 8.53666 9.15773 9.00172
N 5.86572 13.98696 15.74665
N 8.48004 12.69358 7.12712
N 9.12748 12.28699 8.29469
N 7.79207 14.42042 5.80604
N 10.13338 10.75464 10.44314
N 7.42762 12.62061 11.15542
N 6.36252 15.05545 16.11087
C 6.95953 10.97623 12.86021
C 12.16794 9.83835 11.34747
C 7.48239 16.94548 15.19833
C 9.61370 16.88441 14.12596
C 9.72012 15.49239 14.37681
C 6.21118 11.76937 15.06364
C 10.78619 10.16002 11.45307
C 7.29610 13.83276 10.66448
C 6.82332 14.96731 11.44492
C 8.20679 8.28813 6.74468
C 7.51936 15.56445 15.31501
C 12.86585 10.14231 10.18970
C 6.51482 9.40432 5.38312
C 8.77690 13.89343 6.57286
C 12.15796 10.68544 9.17356
C 6.26116 13.10275 14.71300
C 10.61621 11.09042 6.74477
C 6.82155 10.05010 7.69480
C 6.60579 13.44216 13.36693
C 8.66951 14.84486 14.94974
C 6.21796 10.22553 6.47318
C 10.09985 11.46543 8.07574
C 6.61344 10.71548 14.17087
C 6.46670 14.77174 12.75264
C 7.92952 9.11721 7.84786
C 11.09578 17.01572 12.24646
C 8.51752 17.59287 14.53843
C 7.43389 8.38445 5.59741
C 6.96632 12.41891 12.46886
C 10.77906 10.94715 9.28837
H 12.60228 11.04692 8.28944
H 9.82232 10.95143 5.98807
H 10.60749 14.93987 14.07120
H 10.28477 9.98950 12.37874
H 5.83673 11.62012 16.10922
H 11.61949 16.08964 12.35374
H 6.82544 14.16812 5.78784
H 6.66123 17.42472 15.71674
H 8.42070 18.66391 14.48319
H 11.30692 11.82482 6.35469
H 10.23633 16.88357 11.62791
H 7.50768 12.36624 7.20344
H 11.80221 17.69900 11.74091
H 8.68904 13.75394 15.07585
H 11.09304 10.11432 6.72932
H 12.76015 9.31796 12.15410
H 7.51865 13.93728 9.65119
H 6.49235 15.89792 11.02841
H 6.63538 9.69722 14.49361
H 13.87715 9.79089 10.15791
H 6.05866 15.53944 13.30650
H 8.09084 15.33279 5.51392
*
```

---

# 3
DFT (ωB97M-V/def2-TZVPD) results for a cluster of 2 separate species, C4H8N3O in total at a distorted geometry.

Calculated values
HOMO level (spin up / spin down) (eV): -14.26 / -14.26
HOMO-LUMO gap (spin up / spin down) (eV): 8.2 / 8.2
LUMO level (spin up / spin down) (eV): -6.1 / -6.1
Energy relative to the best compared isomer or geometry (same formula, charge and spin) (kcal per mole): 151.5

Geometry as ORCA input:
```
! RIJCOSX wB97M-V def2-TZVPD def2/J DEFGRID3
* xyz 1 1
O -0.32395 -3.08700 -1.36559
N -1.23627 1.97741 0.21210
N 1.13411 -0.99302 -0.62591
N -0.91930 -0.49625 0.35879
C -0.11691 -1.17927 -0.26485
C 1.03581 1.08826 0.52423
C -0.44041 1.05145 0.81105
C 1.70640 0.12984 -0.08218
H -1.16437 -3.22613 -1.82718
H 1.59381 -1.80431 -0.95254
H -0.99314 2.36874 -0.70003
H -0.63714 0.96630 1.99263
H -1.96358 -0.56766 0.45648
H -2.20373 1.81458 0.49957
H 2.86368 0.26859 -0.06693
H 1.66498 1.68848 1.03036
*
```

---

# 4
DFT (ωB97M-V/def2-TZVPD) results for a cluster of 2 separate species, CH4N2O2 in total at a distorted geometry.

Calculated values
HOMO level (eV): -9.75
SMILES: O=NO.C=N
HOMO-LUMO gap (eV): 10.3
LUMO level (eV): 0.5
Energy relative to the best compared isomer or geometry (same formula, charge and spin) (kcal per mole): 87.3

Geometry as ORCA input:
```
! RIJCOSX wB97M-V def2-TZVPD def2/J DEFGRID3
* xyz 0 1
O -2.26390 1.14430 0.28961
O -2.09826 1.99419 2.31064
N -1.48212 1.52570 1.39515
N 0.00272 0.04881 -0.73625
C 0.51402 -0.25573 0.36487
H 1.51325 -0.67694 0.61740
H -1.68396 0.70356 -0.48401
H 0.01003 0.18296 1.36042
H 0.31422 -0.34150 -1.60663
*
```